Entry 1:
Computed, not measured: C22H24N5NaSTe as an isolated structure in a non-equilibrium geometry, with ωB97M-V with the def2-TZVPD basis set.

Last column: Löwdin charge in e.
Element x y z (Å)
Te (1.4599, 1.1852, 0.4884)  1.821
S (-2.4117, -2.5102, 1.6170)  0.720
Na (-0.6664, -1.0930, -0.1548)  0.189
N (-3.2661, -1.8715, 3.9990)  0.086
N (1.2110, -1.0040, -1.1292)  -0.081
N (0.5576, -0.5217, 1.4276)  -0.352
N (1.5060, -1.5002, 1.1480)  -0.025
N (-3.2709, -0.1502, 2.4083)  0.061
C (-0.2756, 1.9762, -1.5908)  -0.201
C (-0.5025, -0.3061, 5.4630)  -0.124
C (-0.6801, 1.8699, -0.1893)  -0.403
C (1.8083, -1.7147, -0.1141)  -0.455
C (-3.0048, -1.4225, 2.7134)  -0.837
C (1.6408, -1.2280, -2.3750)  -0.164
C (-1.7894, 0.9521, -0.1972)  -0.171
C (1.5584, 3.3564, 0.8308)  -0.336
C (-1.0297, 1.1214, -2.3290)  -0.115
C (0.1310, -1.4350, 4.9657)  -0.096
C (-1.9813, 0.4955, -1.4693)  -0.122
C (-4.0828, 0.2326, 4.6266)  -0.046
C (-0.4167, 0.6741, 3.2721)  -0.078
C (-0.7676, 0.7501, 4.6032)  -0.112
C (3.2119, -2.8887, -1.6884)  -0.092
C (2.6244, -2.1223, -2.7100)  -0.104
C (-3.7707, 0.6504, 3.3167)  -0.101
C (-3.8052, -1.0685, 4.9408)  -0.056
C (2.8016, -2.6971, -0.4048)  -0.026
C (0.4943, -1.5144, 3.6390)  -0.039
C (2.6349, 1.2038, 2.3432)  -0.305
C (0.2332, -0.4532, 2.7625)  -0.357
H (-1.2437, 1.6463, 4.9769)  0.105
H (1.0020, -2.3826, 3.2522)  0.102
H (0.5019, 2.6312, -1.9598)  0.097
H (-2.4013, 0.7371, 0.6611)  0.072
H (-4.5188, 0.9050, 5.3458)  0.106
H (-2.7773, -0.1560, -1.8007)  0.113
H (-0.7779, 2.7679, 0.4081)  0.088
H (1.0328, 3.6340, 1.7449)  0.015
H (-4.0030, -1.5044, 5.9093)  0.135
H (2.9329, -2.2373, -3.7352)  0.086
H (-0.9589, 0.9564, -3.3915)  0.102
H (-3.9474, 1.6712, 3.0004)  0.125
H (3.9781, -3.6141, -1.9295)  0.101
H (2.1019, 1.7098, 3.1482)  0.011
H (2.8679, 0.1893, 2.6525)  0.010
H (-3.0206, -2.8333, 4.1948)  0.140
H (0.3478, -2.2649, 5.6240)  0.101
H (-0.7724, -0.2439, 6.5073)  0.095
H (3.2263, -3.2356, 0.4266)  0.104
H (1.1275, 3.8941, -0.0066)  0.000
H (3.5663, 1.7332, 2.1476)  0.007
H (1.1610, -0.6264, -3.1405)  0.100
H (-0.6320, 1.4908, 2.5952)  0.098
H (2.6034, 3.6431, 0.9234)  0.006

The value obtained for the HOMO-LUMO gap is 5.5 eV. Its largest force on an atom is 2.8 eV/A. The total energy is -53194.728 eV. The energy above the lowest of the compared OMol25 structures with the same formula, charge and spin is 66.8 kcal/mol. Its spin multiplicity is 1. The charge is 0.

***

Entry 2:
Computed, not measured: C22H24N6O5S in the gas phase in a non-equilibrium geometry, with ωB97M-V with the def2-TZVPD basis set.

Last column: Löwdin charge in e.
Element x y z (Å)
S (3.8618, 1.5175, -1.6383)  1.064
O (-3.0241, 1.2883, 1.7256)  0.038
O (3.0486, -1.9193, -1.5908)  -0.028
O (-4.8158, 0.2604, -2.2540)  -0.084
O (-3.2455, -2.8661, 0.0847)  0.073
O (2.7690, -2.4316, 1.2001)  -0.014
N (-4.3899, -0.9548, 0.4966)  0.090
N (-1.4983, -0.2645, 1.1624)  0.024
N (1.2748, 1.8351, 0.0561)  0.184
N (0.9236, 1.6131, 2.2042)  0.084
N (0.3952, 1.8643, 1.0330)  -0.198
N (2.1750, 1.4026, 2.0235)  0.105
C (-0.9891, 2.1255, 0.8129)  -0.008
C (5.5404, 1.1868, -1.5037)  -0.403
C (-3.9984, 1.2593, -1.6872)  -0.197
C (-0.3320, -0.6799, 0.4605)  -0.235
C (-5.4792, -1.2286, -0.4101)  -0.108
C (3.6571, -3.1652, 0.3850)  -0.136
C (1.8127, -1.7671, 0.4851)  -0.192
C (2.4012, 1.5353, 0.6961)  -0.379
C (0.6835, -1.3203, 1.1550)  0.064
C (-3.3685, -1.8105, 0.6671)  -0.464
C (4.1379, -2.2997, -0.7771)  -0.138
C (3.6760, 1.3683, 0.0763)  -0.482
C (1.9375, -1.5415, -0.8915)  -0.211
C (5.9304, 0.9726, -0.2167)  -0.193
C (-5.8425, -0.0535, -1.3372)  -0.312
C (4.8626, 1.0744, 0.6942)  -0.121
C (0.9024, -0.9207, -1.5789)  0.014
C (-4.8981, 2.1197, -0.7851)  -0.136
C (-1.9271, 1.0020, 1.2704)  -0.433
C (-0.2329, -0.5035, -0.9146)  -0.013
C (-2.3380, -1.3245, 1.7028)  -0.020
C (-6.1455, 1.2491, -0.5699)  -0.111
H (-6.3767, -1.5013, 0.1595)  0.130
H (-6.6968, -0.3821, -1.9394)  0.147
H (6.9424, 0.7503, 0.0707)  0.104
H (6.1453, 1.1684, -2.3884)  0.063
H (4.8273, -2.8458, -1.4226)  0.137
H (-4.3988, 2.3500, 0.1539)  0.086
H (-4.3910, -0.0858, 1.0171)  0.112
H (-5.1733, -2.0852, -1.0162)  0.127
H (-1.0378, -0.0413, -1.4638)  0.114
H (-2.8526, -0.9396, 2.5869)  0.136
H (-1.1205, 2.3098, -0.2564)  0.138
H (4.6367, -1.4079, -0.3758)  0.110
H (4.4873, -3.4657, 1.0249)  0.135
H (-1.2906, 3.0192, 1.3693)  0.143
H (-6.3334, 1.0534, 0.4839)  0.111
H (-3.1917, 0.7980, -1.1004)  0.084
H (-5.1568, 3.0542, -1.2797)  0.107
H (3.1503, -4.0566, -0.0092)  0.141
H (4.9411, 0.9408, 1.7575)  0.116
H (0.6255, -1.4705, 2.2214)  0.141
H (1.0103, -0.7738, -2.6406)  0.127
H (-7.0286, 1.7304, -0.9873)  0.111
H (-3.5541, 1.8196, -2.5128)  0.123
H (-1.7028, -2.1686, 1.9705)  0.132

The value obtained for the HOMO-LUMO gap is 8.8 eV. Its largest force on an atom is 1.3 eV/A. The total energy is -53216.176 eV. Its spin multiplicity is 1. The charge is 0. Its SMILES is O=C(CN(C(=O)Cn1nnc(-c2cccs2)n1)c1ccc2c(c1)OCCO2)NC[C@H]1CCCO1.

***

Entry 3:
Computed, not measured: C22H24N9O2RuSSbSe4 as an isolated structure in a non-equilibrium geometry, with ωB97M-V with the def2-TZVPD basis set.

Last column: Löwdin charge in e.
Element x y z (Å)
Sb (-0.1539, 2.6207, 3.6528)  -0.402
Ru (0.0107, -0.7153, 0.6052)  0.782
Se (-0.4328, 4.9619, 2.8578)  0.023
Se (-1.6789, 2.2677, 5.4811)  -0.265
Se (2.1530, 2.3188, 4.2505)  -0.143
Se (-0.9582, 1.0814, 1.7666)  0.347
S (-1.5942, -2.4198, 1.2294)  0.665
O (-1.1385, 0.2315, -1.0115)  -0.288
O (-1.2321, 2.4650, -0.7653)  -0.063
N (2.9794, -2.2712, 0.8677)  0.107
N (1.2961, 0.5161, -0.0953)  -0.036
N (1.1671, -2.2015, -0.5974)  -0.014
N (-3.4022, -0.6307, 0.6254)  -0.025
N (-4.3649, -2.4044, 1.4886)  0.027
N (2.9093, 4.4568, 1.2961)  0.142
N (1.0984, -1.4682, 2.1117)  -0.166
N (2.8598, 2.4231, 0.1502)  0.122
N (1.1088, 4.0219, -0.1422)  0.186
C (-4.7997, -0.2369, 0.6968)  -0.127
C (0.6900, -1.5267, 3.4348)  -0.197
C (-5.4990, -1.5928, 0.9163)  -0.112
C (1.5518, -1.6599, 4.4975)  -0.116
C (-1.1315, 1.4625, -1.4681)  -0.613
C (2.3833, -2.7389, -0.3013)  -0.285
C (-0.7783, 2.7625, -3.6289)  -0.006
C (2.0278, 1.4494, 0.0488)  -0.294
C (-0.6159, 1.5711, -5.7132)  -0.118
C (1.3672, -3.1803, -2.7960)  -0.103
C (-1.3087, 0.4220, -3.7804)  -0.037
C (2.4540, -1.6252, 1.9565)  -0.346
C (2.6369, -3.7432, -2.4673)  -0.081
C (-1.1072, 1.5543, -2.9461)  -0.104
C (2.2383, 3.6174, 0.4389)  -0.482
C (-0.4054, 2.7089, -4.9730)  -0.097
C (3.3570, -1.3936, 3.0049)  -0.066
C (0.6406, -2.5269, -1.8321)  -0.139
C (-1.0738, 0.3981, -5.1364)  -0.094
C (-3.2035, -1.8586, 1.1466)  -0.795
C (2.9374, -1.4239, 4.3177)  -0.132
C (3.1208, -3.5635, -1.1756)  -0.038
H (3.1990, -4.3229, -3.1963)  0.095
H (-4.4799, -3.3784, 1.8506)  0.165
H (-1.3088, -0.5170, -5.6985)  0.107
H (0.0107, 3.6147, -5.4391)  0.107
H (3.9839, -2.4655, 0.9572)  0.142
H (0.4216, 3.3873, -0.6246)  0.095
H (-0.4076, -2.3546, -2.0157)  0.088
H (0.6959, 4.8722, 0.2419)  0.046
H (3.6174, -1.3625, 5.1643)  0.093
H (-4.9481, 0.3770, 1.5796)  0.118
H (3.4962, 4.0210, 2.0408)  0.082
H (-0.4193, 1.6105, -6.7811)  0.098
H (-2.6719, -0.1448, 0.0634)  0.060
H (4.3978, -1.5022, 2.6670)  0.104
H (-5.7978, -2.0617, 0.0241)  0.089
H (1.1587, -1.9760, 5.4927)  0.108
H (-0.6786, 3.6527, -3.0367)  0.102
H (2.3408, 5.2249, 1.6785)  0.065
H (0.9565, -3.2389, -3.8094)  0.092
H (-6.3408, -1.6874, 1.6021)  0.115
H (-1.6819, -0.5026, -3.2885)  0.113
H (3.9504, -4.1478, -0.7728)  0.106
H (-0.4061, -1.5054, 3.4929)  0.060
H (-5.1974, 0.2775, -0.2044)  0.132

The value obtained for the HOMO-LUMO gap (spin up / spin down) is 3.6 / 4.7 eV. Its largest force on an atom is 5.8 eV/A. The total energy is -322050.002 eV. Its spin multiplicity is 6. The charge is -1. Its expectation value of S² is 8.83.